Record 1
{
  "formula": "C3H2N4O",
  "method": "ωB97M-V/def2-TZVPD",
  "symbols": ["C", "C", "C", "H", "H", "N", "N", "N", "N", "O"],
  "positions_angstrom": [[-0.87887, -0.54740, -0.62161], [1.09488, -0.05721, 0.31571], [2.42359, 0.70431, 0.57999], [-2.12693, -0.27783, -2.33845], [-2.06766, 0.78138, 1.79577], [-2.02910, -0.39709, -1.34912], [-0.68133, -0.96489, 0.78554], [0.28546, -0.23569, 1.41777], [3.41622, 1.30315, 0.34881], [0.56374, -0.30872, -0.93439]],
  "forces_ev_per_a": [[-2.7, 0.6, -2.0], [0.4, 2.3, 3.4], [0.2, 0.1, -3.1], [1.1, 0.2, -0.5], [0.6, -1.6, -0.9], [5.5, -1.6, 5.3], [-5.1, 2.7, 1.0], [3.2, -1.6, -5.9], [-2.9, -1.8, 1.3], [-0.3, 0.8, 1.4]],
  "lowdin_charge": [-0.32, -0.29, -0.08, 0.04, 0.21, 0.15, 0.07, 0.02, 0.15, 0.04],
  "homo_energy_ev": -9.272,
  "gap_ev": 5.50,
  "e_tot_ha": -409.43228,
  "total_charge": 0,
  "fmax_ha_per_bohr": 0.152,
  "relative_energy_ev": 8.052
}

Record 2
{
  "formula": "C3H2N4O6",
  "method": "ωB97M-V/def2-TZVPD",
  "symbols": ["C", "C", "C", "N", "N", "N", "N", "O", "O", "O", "O", "O", "O", "H", "H"],
  "positions_angstrom": [[0.31108, 1.18019, -0.38740], [-2.17573, 0.19954, 0.11654], [1.26578, -0.01254, -0.11665], [-1.10537, 1.11945, -0.06719], [-2.03995, -1.13006, -0.28995], [0.78408, -1.21749, -0.06492], [2.73541, 0.17914, 0.22616], [0.72053, 2.25596, -0.70464], [-3.18228, 0.50150, 0.69886], [1.12355, -2.28347, 0.36326], [-0.90015, -1.48581, -0.86962], [3.04972, 1.30366, 0.49367], [3.45779, -0.78175, 0.11972], [-1.56840, 1.95616, 0.23417], [-2.47607, -1.78447, 0.24801]],
  "forces_ev_per_a": [[-0.4, 0.2, 0.4], [0.8, -0.6, 0.5], [-1.3, -0.3, -0.2], [-0.7, -2.1, 0.0], [3.6, 2.5, -2.2], [0.5, -0.7, 1.8], [-0.9, 0.0, -0.9], [0.3, -0.4, -0.1], [-0.1, 0.6, -0.1], [0.3, 1.1, -0.7], [-1.4, 0.5, -0.7], [0.1, 0.4, 0.4], [-0.3, -0.1, 0.2], [0.8, 1.2, -0.2], [-1.5, -2.2, 1.9]],
  "lowdin_charge": [-0.31, -0.47, -0.01, 0.19, 0.07, -0.05, -0.34, 0.14, 0.12, 0.14, -0.01, 0.13, 0.12, 0.14, 0.12],
  "homo_energy_ev": [-10.369, -10.574],
  "gap_ev": [8.50, 8.75],
  "e_tot_ha": -785.68537,
  "total_charge": 0,
  "fmax_ha_per_bohr": 0.095,
  "relative_energy_ev": 0.575
}

Record 3
{
  "formula": "C3H2N4S",
  "method": "ωB97M-V/def2-TZVPD",
  "symbols": ["C", "C", "C", "H", "H", "N", "N", "N", "N", "S"],
  "positions_angstrom": [[-1.30708, 0.03830, 0.19433], [0.50476, 1.34935, 0.07079], [0.49369, -1.36602, 0.17194], [1.06825, 2.27428, 0.20080], [1.06643, -2.17462, 0.53801], [-0.67498, 1.24105, 0.56830], [1.06487, 0.51158, -0.96704], [1.12879, -0.72453, -0.88068], [-0.61880, -1.05239, 0.69433], [-2.72593, -0.09699, -0.59077]],
  "forces_ev_per_a": [[-1.0, 0.0, 0.0], [-1.2, 0.0, -0.6], [-0.4, 0.4, 1.0], [0.0, -0.3, 0.1], [0.3, -1.0, 0.4], [1.0, -0.1, -0.5], [0.6, 0.9, 0.5], [-0.3, 0.3, -1.0], [0.3, -0.5, -0.2], [0.7, 0.3, 0.3]],
  "lowdin_charge": [-0.95, -0.15, -0.18, 0.12, 0.11, 0.11, 0.07, 0.06, 0.11, 0.71],
  "homo_energy_ev": -9.267,
  "gap_ev": 7.80,
  "e_tot_ha": -732.61542,
  "smiles": "S=c1ncnncn1",
  "total_charge": 0,
  "fmax_ha_per_bohr": 0.026,
  "relative_energy_ev": 1.786
}

Record 4
{
  "formula": "C3H2N4S",
  "method": "ωB97M-V/def2-TZVPD",
  "symbols": ["C", "C", "C", "H", "H", "N", "N", "N", "N", "S"],
  "positions_angstrom": [[0.34563, 0.41114, 0.53521], [1.20141, -0.51581, -0.16862], [-1.39859, -1.04322, -0.80319], [2.35965, -0.48470, -0.05062], [-2.35625, -1.27701, -1.15398], [0.90009, -0.99033, -1.38015], [-0.42727, -0.97945, -1.58437], [-1.62711, -1.05130, 0.57004], [-0.71623, -0.20826, 1.04653], [0.76246, 1.95340, 0.82874]],
  "forces_ev_per_a": [[0.3, 0.5, 0.0], [4.5, -0.1, -3.6], [-2.7, -1.3, 0.7], [-2.2, -0.1, 0.6], [-1.3, 0.0, -1.9], [-0.6, 0.4, 4.4], [0.4, -0.1, -3.0], [5.6, 3.7, 1.1], [-3.8, -2.9, 2.0], [-0.2, -0.1, -0.2]],
  "lowdin_charge": [-0.93, -0.14, -0.24, 0.14, 0.09, 0.08, 0.03, 0.15, 0.06, 0.77],
  "homo_energy_ev": -9.671,
  "gap_ev": 7.44,
  "e_tot_ha": -732.52452,
  "smiles": "S=c1cnncnn1",
  "total_charge": 0,
  "fmax_ha_per_bohr": 0.132,
  "relative_energy_ev": 4.260
}